Model w:
This record from OMol25 describes a molecular structure, C27H49As2N4O15P2RbSe. The level of theory is ωB97M-V with the def2-TZVPD basis set.

As for the orbital gap: 7.3549 eV. For the LUMO energy, the calculation gives -0.0072 hartree. The net charge is 0. Its HOMO energy is -7.55 eV.

Positions of all 101 atoms, in Å:
Rb: 0.1819 -1.0563 -0.7828
C: 1.1187 -0.5757 4.6334
N: 0.5589 -1.0852 3.3963
C: -0.4828 -2.0649 3.6641
C: 1.5931 -1.6701 2.5520
C: 2.5327 -0.6064 1.9920
N: 3.1041 -0.9777 0.6991
C: 3.9507 -2.1562 0.8114
C: 3.8645 0.1449 0.1757
H: 1.6231 -1.3656 5.2179
H: 0.3268 -0.1516 5.2530
H: 1.8447 0.2135 4.4333
H: -0.0951 -2.9735 4.1531
H: -0.9640 -2.3631 2.7319
H: -1.2402 -1.6230 4.3139
H: 1.0969 -2.1744 1.7224
H: 2.1519 -2.4484 3.0990
H: 3.3374 -0.3712 2.7104
H: 1.9446 0.3033 1.8491
H: 4.7678 -2.0023 1.5373
H: 4.3926 -2.3821 -0.1600
H: 3.3696 -3.0236 1.1196
H: 4.6938 0.4325 0.8435
H: 3.2084 1.0063 0.0493
H: 4.2855 -0.1129 -0.7976
C: -3.4933 -3.3678 -3.3349
C: -3.1492 -2.0639 -2.6200
O: -4.2287 -1.1165 -2.7399
P: -1.7425 -1.2528 -3.4360
O: -1.7935 0.2798 -3.0073
O: -2.1291 -1.1677 -4.9867
O: -0.4178 -1.8610 -3.2050
P: -2.8435 -2.3173 -0.7967
O: -1.6844 -3.4637 -0.7941
O: -4.1101 -2.8644 -0.2490
O: -2.2135 -1.0533 -0.3130
H: -3.9117 -3.1483 -4.3182
H: -4.2349 -3.9121 -2.7492
H: -2.6125 -4.0044 -3.4483
H: -4.8264 -1.2751 -1.9944
H: -2.7150 0.5850 -2.9816
H: -1.8636 -1.9576 -5.4709
H: -2.0706 -4.3130 -0.5562
C: 1.9872 1.3799 -4.1727
O: 1.5363 2.4804 -3.3535
C: 1.1334 2.1497 -2.1372
O: 1.2245 1.0216 -1.6987
C: 0.6064 3.2692 -1.2889
C: 0.4263 4.4882 -1.7871
As: -0.0190 6.1165 -0.7951
C: -1.7925 6.4217 -1.5554
C: -0.5685 5.4115 0.9381
C: -0.4558 4.1687 1.3897
As: 0.0492 2.5094 0.4643
C: -1.8085 2.1452 -0.1361
C: -0.8633 3.9234 2.8175
O: -0.9248 4.7693 3.6741
O: -1.1177 2.6292 3.0222
C: -1.5330 2.2736 4.3514
C: -1.2693 6.5128 1.7237
O: -2.4609 6.6226 1.6710
O: -0.5191 7.4166 2.3678
C: 0.8613 7.1189 2.6274
C: 0.5219 4.8371 -3.2642
O: -0.4299 4.7022 -3.9755
O: 1.6272 5.4584 -3.7047
C: 2.8071 5.4869 -2.8841
H: 2.3009 1.8314 -5.1072
H: 1.1648 0.6861 -4.3318
H: 2.8132 0.8637 -3.6908
H: -1.6703 6.6514 -2.6113
H: -2.2352 7.2685 -1.0365
H: -2.4184 5.5426 -1.4300
H: -1.9940 2.7100 -1.0480
H: -2.4747 2.4946 0.6505
H: -1.9880 1.0806 -0.2957
H: -1.7709 1.2161 4.3027
H: -2.4019 2.8579 4.6428
H: -0.7220 2.4543 5.0538
H: 1.1220 7.6694 3.5256
H: 1.4798 7.4542 1.7959
H: 1.0053 6.0579 2.8088
H: 3.6474 5.5343 -3.5696
H: 2.8898 4.5913 -2.2749
H: 2.7968 6.3712 -2.2500
C: 1.8252 -6.5149 -1.3945
N: 0.6427 -6.8794 -0.6279
C: -0.3417 -7.7552 -1.0551
C: -1.2891 -7.7731 -0.1020
N: -0.8748 -6.9056 0.8960
C: -1.6415 -6.5963 2.0967
C: 0.3181 -6.3417 0.5739
Se: 1.2670 -5.0834 1.5370
H: 2.1262 -7.3700 -1.9955
H: 2.6160 -6.2461 -0.7001
H: 1.6155 -5.6611 -2.0376
H: -0.2696 -8.2859 -1.9876
H: -2.2118 -8.3214 -0.0359
H: -2.0769 -7.5138 2.4864
H: -2.4310 -5.8788 1.8753
H: -0.9631 -6.1642 2.8265

These are the Löwdin partial charges, in e, on atoms 1 to 4: 0.98, -0.10, -0.26, -0.10


Model x:
This record from OMol25 describes a molecular structure, C27H49As2N4O15P2RbSe. The level of theory is ωB97M-V with the def2-TZVPD basis set.

As for the orbital gap: 6.7581 eV. For the LUMO energy, the calculation gives -0.0397 hartree. The net charge is 0. Its HOMO energy is -7.84 eV.

Positions of all 101 atoms, in Å:
Rb: -1.6661 0.1447 1.2817
C: 0.3006 -3.6938 3.4682
N: 0.6263 -2.3246 3.0981
C: 2.0662 -2.1775 2.9516
C: 0.1545 -1.3758 4.1023
C: -1.3639 -1.3846 4.2740
N: -1.9147 -0.0386 4.3841
C: -1.3756 0.6799 5.5276
C: -3.3680 -0.1087 4.4721
H: 0.7561 -3.9787 4.4317
H: 0.6677 -4.3756 2.7007
H: -0.7779 -3.8222 3.5438
H: 2.5947 -2.3433 3.9057
H: 2.3024 -1.1718 2.5987
H: 2.4414 -2.9076 2.2331
H: 0.4680 -0.3827 3.7784
H: 0.6511 -1.5633 5.0710
H: -1.6481 -2.0012 5.1446
H: -1.8262 -1.8566 3.4031
H: -1.5868 0.1581 6.4760
H: -1.8277 1.6707 5.5726
H: -0.2982 0.8102 5.4318
H: -3.6967 -0.6349 5.3829
H: -3.7646 -0.6370 3.6037
H: -3.7825 0.8996 4.4874
C: -5.3855 0.1408 -2.0522
C: -5.3495 -0.0769 -0.5422
O: -6.6508 -0.4026 -0.0246
P: -4.8784 1.4587 0.2876
O: -5.2415 1.2475 1.8121
O: -5.9267 2.5724 -0.1862
O: -3.4837 1.8953 0.0541
P: -4.3085 -1.5668 -0.1007
O: -2.9183 -1.3288 -0.9311
O: -5.1210 -2.6664 -0.6834
O: -3.8632 -1.5069 1.3198
H: -6.1704 0.8525 -2.3097
H: -5.5991 -0.8091 -2.5432
H: -4.4262 0.5257 -2.4046
H: -6.7507 -1.3550 -0.1978
H: -5.7762 0.4466 1.9257
H: -5.5109 3.2086 -0.7738
H: -2.9890 -1.4658 -1.8792
C: -0.4281 3.2301 -0.6671
O: 0.1030 1.9193 -0.8881
C: 1.4280 1.8601 -1.0835
O: 2.1482 2.8291 -1.0435
C: 1.9490 0.4780 -1.2632
C: 3.0050 0.2780 -2.0694
As: 2.9998 0.8771 -3.9432
C: 1.7040 2.3466 -3.9927
C: 1.5645 -0.5267 -4.1818
C: 0.7738 -1.1369 -3.2987
As: 0.6297 -0.9933 -1.2949
C: 1.6059 -2.6087 -0.7871
C: -0.3127 -2.0331 -3.8209
O: -0.7550 -2.0596 -4.9383
O: -0.7830 -2.8089 -2.8263
C: -1.8671 -3.6860 -3.1662
C: 1.4298 -0.7567 -5.6575
O: 1.0859 0.1226 -6.4078
O: 1.8406 -1.9630 -6.0321
C: 1.7005 -2.2323 -7.4333
C: 3.8364 -0.9566 -1.9786
O: 4.1948 -1.6293 -2.9128
O: 4.2379 -1.1666 -0.7140
C: 5.1174 -2.2820 -0.5386
H: -1.4995 3.0952 -0.5432
H: -0.2050 3.8755 -1.5171
H: 0.0136 3.6558 0.2313
H: 2.1596 3.2574 -3.6113
H: 0.7936 2.1189 -3.4418
H: 1.4511 2.4624 -5.0458
H: 2.3290 -2.9448 -1.5260
H: 0.8451 -3.3749 -0.6515
H: 2.0857 -2.4079 0.1673
H: -2.2106 -4.1129 -2.2298
H: -1.5221 -4.4585 -3.8510
H: -2.6725 -3.1305 -3.6454
H: 2.1840 -3.1902 -7.5959
H: 2.1743 -1.4517 -8.0245
H: 0.6430 -2.2858 -7.6894
H: 5.3755 -2.2917 0.5161
H: 6.0094 -2.1647 -1.1520
H: 4.6225 -3.2112 -0.8180
C: 0.9567 5.1305 2.6108
N: 2.1790 4.5531 2.0876
C: 3.2555 5.2666 1.6005
C: 4.2001 4.3698 1.2579
N: 3.6997 3.1201 1.5466
C: 4.3690 1.8632 1.2827
C: 2.4518 3.2267 2.0495
Se: 1.3453 1.8584 2.5680
H: 1.1717 6.1266 2.9907
H: 0.5855 4.4973 3.4129
H: 0.1919 5.1955 1.8369
H: 3.2467 6.3391 1.5347
H: 5.1746 4.5073 0.8265
H: 5.4392 2.0466 1.2180
H: 4.0084 1.4300 0.3522
H: 4.1575 1.1730 2.0966

These are the Löwdin partial charges, in e, on atoms 1 to 4: 0.74, -0.09, -0.26, -0.11


model x is the most stable structure; the next one sits 2.2 kcal/mol above it.


Model w:
This record from OMol25 describes a single C2H4ClNO molecule. The level of theory is ωB97M-V with the def2-TZVPD basis set.

As for the orbital gap: 9.1389 eV. For the LUMO energy, the calculation gives -0.0116 hartree. The net charge is 0. Its HOMO energy is -9.45 eV. The SMILES is C[C@H](Cl)N=O.

Positions of all 9 atoms, in Å:
C: 1.0891 0.1052 0.2259
C: -0.2688 0.1764 -0.3671
N: -1.0412 -1.2393 -0.1216
O: -2.2022 -1.1776 0.1181
Cl: -1.4613 1.5140 0.0318
H: 1.2334 -0.9067 0.6603
H: 1.9399 0.4906 -0.3707
H: 0.9747 0.6896 1.1996
H: -0.2637 0.3478 -1.3764

These are the Löwdin partial charges, in e, on atoms 1 to 4: -0.12, -0.67, -0.02, -0.03


Model x:
This record from OMol25 describes 2 unconnected molecules or ions with the total composition C2H4ClNO. The level of theory is ωB97M-V with the def2-TZVPD basis set.

As for the orbital gap: 8.6350 eV. For the LUMO energy, the calculation gives 0.0129 hartree. The net charge is 0. Its HOMO energy is -8.28 eV.

Positions of all 9 atoms, in Å:
C: 0.3033 0.5993 -0.0860
C: -1.0668 0.0273 -0.0718
N: 1.3249 1.0980 0.1356
O: 3.7298 -1.1349 0.0595
Cl: 4.1176 0.3963 -0.0766
H: -1.6925 0.7563 -0.3224
H: -1.1175 -0.3510 1.0040
H: -1.2162 -0.9143 -0.5358
H: 2.8527 1.0578 -0.0124

These are the Löwdin partial charges, in e, on atoms 1 to 4: -0.14, -0.01, 0.13, -0.82


model w is the most stable structure; the next one sits 40.5 kcal/mol above it.


Model w:
This record from OMol25 describes a molecular structure, ClH14O7. The level of theory is ωB97M-V with the def2-TZVPD basis set.

As for the orbital gap: 10.1822 eV. For the LUMO energy, the calculation gives 0.1346 hartree. The net charge is -1. Its HOMO energy is -6.52 eV.

Positions of all 22 atoms, in Å:
Cl: 16.0890 13.7831 16.4789
O: 17.8136 15.4036 17.2761
H: 17.0943 14.7834 17.1572
H: 18.3020 15.0638 18.0260
O: 14.6225 13.1666 14.6230
H: 13.9454 13.7239 15.0067
H: 15.3993 13.3300 15.1579
O: 18.2855 13.7855 15.3369
H: 17.4960 13.7757 15.8780
H: 18.0452 14.3070 14.5711
O: 16.3194 15.8340 15.1926
H: 16.7448 15.6006 14.3675
H: 16.4129 15.0542 15.7398
O: 15.0582 14.4731 18.7176
H: 15.4094 14.1734 17.8792
H: 15.8103 14.8552 19.1700
O: 13.6682 12.7421 16.8506
H: 13.2625 13.3787 16.2619
H: 14.5268 13.1144 17.0516
O: 17.1160 12.0231 18.0521
H: 16.3235 11.4875 18.0872
H: 16.8123 12.8822 17.7589

These are the Löwdin partial charges, in e, on atoms 1 to 4: 0.86, -0.11, -0.19, 0.05


Model x:
This record from OMol25 describes 8 unconnected molecules or ions with the total composition ClH14O7. The level of theory is ωB97M-V with the def2-TZVPD basis set.

As for the orbital gap: 9.7391 eV. For the LUMO energy, the calculation gives 0.1130 hartree. The net charge is -1. Its HOMO energy is -6.66 eV.

Positions of all 22 atoms, in Å:
Cl: 0.5166 -0.2254 -0.2723
O: -0.5110 0.4909 -3.1373
H: -0.6933 1.4279 -3.2082
H: 0.0464 0.4127 -2.3631
O: 1.0754 3.1179 -0.2411
H: 1.3411 2.2135 -0.4078
H: 1.4114 3.6088 -0.9911
O: -2.1948 1.8905 0.4261
H: -1.5250 1.9862 1.1031
H: -1.7946 1.3180 -0.2283
O: -0.8778 -2.3147 1.7676
H: -0.0332 -2.7650 1.7571
H: -0.7282 -1.5123 1.2677
O: -2.1544 -1.8979 -1.4411
H: -2.5404 -1.5268 -2.2346
H: -1.5536 -1.2219 -1.1277
O: 0.6674 0.0213 2.7931
H: 0.5625 0.9678 2.6965
H: 0.6846 -0.3111 1.8957
O: 3.1359 -2.0145 0.6911
H: 2.8311 -1.1597 0.3866
H: 2.3339 -2.5062 0.8681

These are the Löwdin partial charges, in e, on atoms 1 to 4: 0.09, -0.10, 0.02, -0.12


model x is the most stable structure; the next one sits 189.9 kcal/mol above it.